Below is the molecule C5H11NO, with properties calculated with ωB97M-V with the def2-TZVPD basis set.

Output
ΔE to the lowest compared entry with this formula, charge and spin (eV): 4.541
HOMO level (alpha / beta) (eV): -7.276 / -8.026
Lowest unoccupied orbital energy (alpha / beta) (Ha): 0.0213 / 0.0300
Maximum force (eV Å⁻¹): 1.27

XYZ file:
```
18
Properties=species:S:1:pos:R:3:forces:R:3
C 0.564685 0.985311 0.100247 -0.76 0.18 -0.37
C -0.592040 0.541230 -0.978235 1.08 0.65 -0.17
C 1.258117 -0.160476 0.620101 -0.13 -0.54 -0.13
C 2.320132 -0.840923 -0.160192 -0.01 0.03 0.20
C -2.381548 0.010714 0.593798 -0.14 -0.29 0.11
N -1.402596 -0.421408 -0.386524 -0.24 -0.85 0.36
O -0.763698 -1.516836 -0.110524 -0.06 0.45 0.03
H 1.209126 1.626245 -0.501111 0.08 0.16 0.08
H 0.052579 1.559131 0.872914 0.12 0.13 -0.02
H -1.139928 1.426818 -1.303712 -0.02 -0.10 0.03
H -0.049726 0.084515 -1.805978 -0.14 0.07 -0.05
H 1.011665 -0.558497 1.588048 -0.02 0.05 0.24
H 3.307999 -0.580198 0.235402 0.08 -0.05 -0.08
H 2.289704 -0.552455 -1.209229 0.03 -0.01 -0.11
H 2.209231 -1.921094 -0.087687 0.06 -0.09 -0.06
H -2.852118 0.932466 0.259802 -0.04 0.01 0.00
H -3.131507 -0.774783 0.701637 0.06 0.12 -0.03
H -1.910082 0.160238 1.571241 0.06 0.06 -0.04
```
Positions in Å, forces in eV/Å.